Molecular formula: C25H28N
Method: DFT, ωB97M-V/def2-TZVPD

## Properties
Energy relative to the best compared isomer or geometry (same formula, charge and spin)   0.00 kcal/mol
E_LUMO   -5.2 eV
Gap between HOMO and LUMO   6.1 eV
Spin multiplicity   1
Net charge   +1
Total energy   -1023.91527 a.u.
Largest force on an atom   1.24 eV/Å

CARTESIAN COORDINATES (ANGSTROEM)
H  1.0492  5.9387  0.1871
H  -1.8886  -0.1970  -2.5087
C  1.0458  0.5125  2.2562
H  -1.6659  4.6085  3.2943
H  -1.5674  -2.7115  -1.1831
H  -0.0001  -1.2177  1.5057
H  -3.1107  -2.8115  -3.4688
H  0.5198  -2.6545  3.4449
C  1.9304  -2.1085  -2.2186
H  -2.0178  -0.6671  0.7728
H  -1.3864  -2.4336  -3.7811
H  0.8960  1.0755  -2.9339
H  -2.6657  -1.3569  -4.3576
C  2.0797  0.2227  4.4589
H  -3.3203  -3.3961  0.9349
C  -2.5247  -2.6950  1.2145
C  0.8774  -1.6262  3.4243
H  -0.6955  6.4543  1.8990
C  -2.3685  -1.1543  -2.2624
C  1.3939  -0.8190  -1.9873
H  2.0772  -2.0953  -5.6088
C  -2.4599  -1.5222  0.2425
C  -0.3598  5.4227  1.7570
C  1.2020  0.0418  -3.0975
C  1.6218  -1.1028  4.4888
H  1.7090  3.5719  -0.2414
H  1.2900  0.2438  -5.2425
H  1.3072  -1.1979  0.1195
C  -2.3661  -2.0069  -3.5258
C  1.4290  -0.4257  -4.3918
C  1.8870  -1.7317  -4.5993
H  0.5968  1.6341  -1.0164
C  0.5974  -0.8248  2.3270
H  1.8404  -1.7260  5.3597
N  -1.7277  -1.7222  -1.0404
C  2.1628  -2.5671  -3.5074
C  0.4556  2.7755  1.3292
C  0.8269  0.8752  -0.2513
H  -3.4757  -1.2354  -0.0452
C  1.1040  -0.4334  -0.6300
C  0.6008  5.1384  0.7739
C  -0.9024  4.3952  2.5458
H  2.6789  0.6268  5.2783
H  -2.7861  -2.2931  2.2014
C  0.9783  3.8218  0.5311
H  -3.4016  -0.9407  -1.9709
H  -0.8342  2.2911  3.0108
C  1.7577  1.0319  3.3760
H  2.0884  2.0729  3.3522
H  2.5858  -3.5628  -3.6549
H  2.1777  -2.7212  -1.3476
H  -1.5850  -3.2514  1.3297
C  0.7936  1.3610  1.0822
C  -0.4508  3.0934  2.3747

Forces on atoms 1 to 6 (eV/Å):
-0.1802 -0.1568 0.1616
-0.0504 -0.0429 0.1995
0.0046 -0.1918 0.7135
0.2850 -0.0029 -0.1915
-0.0340 -0.0627 -0.0044
-0.0021 0.0427 0.3746

Molecular formula: C25H28N4O8
Method: DFT, ωB97M-V/def2-TZVPD

## Properties
SMILES   CCOc1cc(/C=N/NC(=O)C(=O)NCc2ccc3c(c2)OCO3)ccc1OCC(=O)N1CCOCC1
Energy relative to the best compared isomer or geometry (same formula, charge and spin)   88.60 kcal/mol
E_LUMO   0.1 eV
Gap between HOMO and LUMO   8.2 eV
Spin multiplicity   1
Total energy   -1790.37786 a.u.
Largest force on an atom   1.27 eV/Å

CARTESIAN COORDINATES (ANGSTROEM)
C  -4.9953  2.9656  0.3390
H  4.8968  1.3796  -0.7573
H  -1.0907  1.6660  2.1608
N  5.0507  0.6301  -1.4215
C  8.2786  -1.4650  0.6211
H  2.0425  -1.4671  -1.6021
H  8.2657  -2.4383  1.0812
H  11.8993  0.5272  1.6602
C  -6.2462  -0.7476  1.6186
H  -5.3356  2.6972  -2.8725
N  -6.3379  0.9955  -0.1316
O  -6.6938  -1.1457  -0.6931
H  -5.2754  -4.5848  0.0665
C  -1.2487  -0.0410  0.8651
O  10.1886  -0.5892  1.9340
C  9.2170  0.7504  0.4011
H  6.2659  -0.3446  -2.7425
O  4.0565  -1.2417  -2.2648
C  2.8227  0.1552  -0.7371
H  -3.5789  -2.5036  -1.4032
O  -5.1521  -0.1631  2.2991
C  6.3582  0.4716  -2.0205
C  -5.0428  -3.9730  -0.8011
H  -7.1257  -0.4420  2.1965
C  -3.8444  -3.0842  -0.5104
C  10.8365  0.6646  1.9163
H  6.6395  -1.8355  -0.6990
H  -7.1028  2.7214  0.7243
H  -7.3681  2.0252  -1.6269
H  -4.3267  1.6725  -1.8072
C  -3.3932  -1.1890  0.8840
C  -5.2385  2.2869  -1.8664
C  0.1085  0.0658  0.3779
H  -4.9332  3.8717  0.9435
N  1.8174  -0.7168  -0.9489
C  9.1959  -0.5130  0.9948
H  -6.0474  1.7691  1.8006
H  -1.6804  -1.7768  -0.2699
C  -3.8876  -0.2180  1.7825
O  -5.1305  3.3909  -0.9965
H  8.3508  2.0810  -1.0295
C  7.3910  0.1387  -0.9734
O  10.2225  1.4963  0.9547
H  10.7611  1.1331  2.9108
C  -2.0909  -1.0661  0.4271
H  6.6266  1.3928  -2.5447
H  -4.0684  2.3837  0.4565
C  8.3236  1.1021  -0.5801
H  -2.9762  -3.6842  -0.2043
H  -6.5139  0.5446  -2.1456
C  -1.7298  0.8770  1.7957
H  -3.4284  1.4922  2.9473
O  -4.2196  -2.2078  0.5371
C  -6.1920  2.1102  0.7790
H  -5.9007  -3.3461  -1.0297
H  -4.8271  -4.6197  -1.6464
N  0.5569  -0.7821  -0.4666
H  0.6990  0.8916  0.7688
C  -3.0328  0.7834  2.2361
O  2.8312  1.1371  -0.0141
H  -6.1831  -1.8395  1.6187
C  4.0527  -0.2438  -1.5635
C  7.3744  -1.1137  -0.3771
C  -6.4366  -0.3170  0.1607
C  -6.4550  1.4299  -1.5120

Forces on atoms 1 to 6 (eV/Å):
-0.1037 -0.1254 0.2940
-0.0853 -0.1328 -0.0555
0.0926 0.0998 0.0373
-0.1138 0.3618 0.1758
0.2662 0.1097 0.2043
-0.0285 0.3335 0.2610

Molecular formula: C25H28N6O3S
Method: DFT, ωB97M-V/def2-TZVPD

## Properties
SMILES   Cc1ccccc1N(C(=O)Cn1nnc(-c2cccs2)n1)[C@H](C(=O)NCCC(C)C)c1ccco1
Energy relative to the best compared isomer or geometry (same formula, charge and spin)   87.15 kcal/mol
E_LUMO   0.4 eV
Gap between HOMO and LUMO   9.0 eV
Spin multiplicity   1
Total energy   -1921.89486 a.u.
Largest force on an atom   1.26 eV/Å

CARTESIAN COORDINATES (ANGSTROEM)
C  5.0602  -0.3216  -2.8139
C  -1.4792  0.1665  5.4347
N  2.0031  -1.1775  -1.3901
C  0.2953  0.2778  -5.2895
H  -4.8084  1.9122  -0.0457
C  -3.9919  1.2547  0.2128
H  -2.7911  3.3119  -1.3295
C  -1.7660  0.4876  -0.1642
O  1.4587  1.4917  -1.3322
C  -0.7544  1.1755  3.2615
H  2.8471  -2.7876  -0.4278
H  3.2139  -3.2564  -2.7569
H  -1.6243  -1.0952  7.2242
N  0.0887  1.2490  2.2347
N  -0.5277  0.5027  -0.8796
H  -5.0488  0.3346  1.8232
H  0.5135  -2.3441  6.3716
H  1.4541  1.0685  -3.5633
C  0.7600  -1.6363  -1.2503
C  3.1737  -1.9546  -1.0551
C  -0.6434  0.2648  4.3544
N  -1.7627  2.0664  3.1170
H  4.7883  -2.9956  -2.0010
C  4.1802  -1.4398  -3.3680
H  0.7529  0.7391  -6.1401
C  -1.9153  -0.4437  0.8590
H  4.5356  0.2615  -2.0618
C  0.0783  2.6084  0.2400
O  -1.0578  -0.9542  -4.0336
H  4.2439  -2.8985  -4.9680
H  3.8586  -1.3260  -0.4818
C  0.6704  0.4416  -3.9337
C  3.8639  -2.5024  -2.3084
C  0.3978  1.4614  -0.7311
H  5.9631  -0.7345  -2.3681
H  1.0254  3.1345  0.4027
C  -0.3476  -0.6652  -1.7534
H  2.1336  -0.2207  -1.6973
S  0.6220  -0.9150  4.4116
C  -2.8157  1.3292  -0.5264
N  -0.4579  2.1821  1.4899
H  5.0513  -1.3779  -5.3487
H  -1.3512  -0.9949  -6.0771
H  -3.1987  -1.2095  2.3824
C  4.8656  -2.1043  -4.5609
C  -0.1877  -0.3312  -3.2031
H  -3.5551  2.1129  -2.3605
H  -0.6438  3.2977  -0.2029
N  -1.5551  2.6759  2.0087
C  0.0127  -1.5245  5.8954
C  -1.0977  -0.8597  6.3170
C  -4.1302  0.3630  1.2583
H  -2.3256  0.8146  5.5686
H  -1.2783  -1.2393  -1.6783
H  3.2367  -1.0055  -3.7162
H  5.8187  -2.5347  -4.2603
C  -2.7219  2.2822  -1.6800
H  -1.0941  -1.1074  1.0873
C  -3.0943  -0.5007  1.5756
H  5.3541  0.3535  -3.6147
H  -1.7955  2.1567  -2.2358
C  -0.7553  -0.5841  -5.2867
O  0.4552  -2.7195  -0.7965

Forces on atoms 1 to 6 (eV/Å):
-0.2726 -0.1219 -0.1536
0.1997 0.2060 -0.4925
0.5475 0.1609 0.0157
-0.4305 -0.3508 -0.1278
-0.1100 0.0830 -0.0253
0.0087 -0.0920 0.0463

Molecular formula: C25H28NO3
Method: DFT, ωB97M-V/def2-TZVPD

## Properties
E_LUMO   -5.1 eV
Gap between HOMO and LUMO   6.2 eV
Spin multiplicity   1
Net charge   +1
Total energy   -1249.61477 a.u.
Largest force on an atom   1.86 eV/Å

CARTESIAN COORDINATES (ANGSTROEM)
H  3.6907  -1.3364  5.2993
C  -3.4054  1.0975  0.7971
C  0.8340  -2.6818  -1.5355
H  -3.4897  2.1452  -2.9623
H  1.8909  -4.1550  -3.7217
O  5.3074  1.0735  -1.6013
H  1.4396  -5.8904  -3.6572
H  2.4192  -1.9452  3.2455
O  -5.5372  3.0524  -1.4083
C  2.9777  1.3027  -1.1738
C  -1.8777  -2.2462  -0.9450
C  2.8695  -0.7105  4.9506
H  -0.0975  1.5230  3.7722
C  -0.5259  0.2216  1.4864
C  1.4928  -4.9652  -3.0922
H  -2.9380  -2.0636  -0.7298
C  -4.4574  1.8626  0.3356
C  -1.2758  -0.1939  0.3621
H  1.1652  2.1339  5.8153
C  2.1855  -1.0225  3.7789
H  4.3972  2.9359  -1.4556
H  1.8845  -2.8146  -1.7875
H  6.0356  1.3441  -2.1996
C  0.4524  -1.6172  -0.7298
C  -2.5294  0.9433  -1.4599
C  -0.1553  -3.5881  -1.9803
H  2.8139  0.3085  -1.6199
H  -2.2524  -4.0984  -1.9898
H  -0.9767  1.0223  2.0681
C  -0.8935  -1.3527  -0.4250
H  3.0858  0.7278  6.5719
C  0.7677  0.9312  4.0668
H  -5.2551  2.1947  0.9919
H  -1.7794  0.5550  -2.1582
H  -5.6534  2.6563  -3.4747
H  -4.7258  4.1311  -3.0236
H  0.8141  -1.4343  1.5998
H  3.7354  1.8623  0.6478
H  2.2992  1.0168  0.7941
H  -3.3538  0.8261  1.8564
C  -2.4238  0.5957  -0.0915
H  2.0962  1.9357  -1.3782
C  -1.5206  -3.3673  -1.6565
C  4.1999  1.9277  -1.8584
O  0.1288  -4.6977  -2.7107
C  1.4489  1.2496  5.2435
C  -4.5012  2.2553  -1.0261
C  -3.4995  1.8174  -1.9231
H  3.9993  1.9948  -2.9444
H  1.2133  -0.9449  -0.3264
C  1.2037  -0.1422  3.2529
H  -6.5099  4.0980  -2.8337
C  -5.6003  3.5082  -2.7785
C  2.5257  0.4509  5.6764
H  2.1322  -5.0943  -2.2057
C  0.5665  -0.4475  1.9943
N  3.1625  1.1090  0.2572

Forces on atoms 1 to 6 (eV/Å):
-0.3317 0.0655 -0.0892
0.1247 0.0035 0.0247
-0.3957 -0.1452 0.1427
-0.0367 -0.1977 0.3494
-0.1587 -0.2445 0.1564
0.6673 0.3620 -0.7581

Question: E_LUMO of number 1 (C25H28N)?
Answer: -5.2 eV